Entry 1:
The following is a quantum chemistry calculation of a molecular structure, C3H6Cl, from the Open Molecules 2025 dataset.

Values from the calculation:
relative energy (zero: lowest compared OMol25 entry of this formula, charge and spin)	11.7	kcal per mole
<S²>	0.758
electronic energy	-15727.72062	eV
LUMO (alpha / beta)	1.0948 / -2.3520	eV
frontier orbital gap (alpha / beta)	10.823 / 7.834	eV

The geometry in ORCA input format:
```
! wB97M-V def2-TZVPD RIJCOSX def2/J DEFGRID3
* xyz 0 2
Cl 0.35817 -0.76453 0.34540
H -0.54668 -0.11709 2.65571
C -1.61056 0.25222 2.57541
H -2.24370 -0.24999 3.31633
H -1.60395 1.32785 2.78860
C -2.01278 -0.07295 1.18719
C -3.24109 -0.34483 0.74340
H -0.99463 -0.22829 0.44075
H -3.42772 -0.67549 -0.27943
H -4.09360 -0.24828 1.42137
*
```

***

Entry 2:
The following is a quantum chemistry calculation of a molecular structure, C26H33FHoN2OPS2, from the Open Molecules 2025 dataset.

Values from the calculation:
relative energy (zero: lowest compared OMol25 entry of this formula, charge and spin)	28.0	kcal per mole
<S²>	6.004
electronic energy	-92002.95432	eV
LUMO (alpha / beta)	0.3461 / 0.3469	eV
frontier orbital gap (alpha / beta)	7.280 / 7.251	eV

The geometry in ORCA input format:
```
! wB97M-V def2-TZVPD RIJCOSX def2/J DEFGRID3
* xyz 0 5
Ho -0.60844 -0.70173 -0.55631
C 2.77010 -1.48286 0.11954
N 1.79363 -0.54357 0.65430
C 2.23349 0.84195 0.46156
C 1.00879 1.77058 0.37027
N 0.43745 1.66485 -0.93865
C -0.79714 2.47337 -1.04554
C 1.29526 2.06248 -2.01714
C 1.99942 3.21466 -1.91000
C 2.61430 3.67395 -3.05898
C 2.60309 2.97967 -4.26122
C 1.92826 1.73134 -4.33494
C 1.18828 1.27777 -3.21032
S 0.33965 -0.26251 -3.20563
C 1.38243 -0.94528 1.96090
C 1.74777 -0.23119 3.11724
C 1.38005 -0.62411 4.41772
C 0.60457 -1.74232 4.60080
C 0.29679 -2.50083 3.47494
C 0.60242 -2.08775 2.14049
S -0.05995 -2.97624 0.71346
H 3.80225 -1.32240 0.56549
H 2.84925 -1.28859 -0.91740
H 2.44770 -2.53248 0.32731
H 2.80554 0.91772 -0.50480
H 2.99779 1.15607 1.20134
H 1.20348 2.82993 0.57530
H 0.18082 1.53888 1.08365
H -0.70368 3.56338 -0.84868
H -1.47713 2.09574 -0.33095
H -1.28167 2.27148 -2.02191
H 1.93197 3.80476 -0.99632
H 3.06898 4.69127 -2.93044
H 2.96986 3.40518 -5.17590
H 1.85909 1.27460 -5.33041
H 2.39640 0.60636 2.99718
H 1.76042 -0.02950 5.26956
H 0.20654 -2.04729 5.54711
H -0.36063 -3.35372 3.54891
F -0.84244 3.89197 5.01652
C -1.17643 3.01393 4.04156
C -1.04473 1.68953 4.31531
C -1.43736 0.70295 3.39200
C -2.06180 1.10666 2.18339
C -2.34714 0.18255 1.05073
C -2.23566 2.47448 1.99468
C -1.79590 3.42875 2.85912
H -0.59319 1.28724 5.24834
H -1.27124 -0.34607 3.62923
H -2.62252 -0.80018 1.41772
H -3.15163 0.69290 0.54871
H -2.71110 2.82547 1.08975
H -1.95697 4.44795 2.73619
C -0.17435 -3.77254 -2.91405
P -1.81084 -3.15709 -2.52251
C -2.68635 -4.38035 -1.59181
C -2.72411 -2.84004 -4.08836
O -1.92080 -1.85066 -1.76196
H -0.35092 -4.81289 -3.18868
H 0.37296 -3.66519 -1.95332
H 0.36348 -3.23650 -3.70624
H -2.86562 -5.31409 -2.12829
H -3.61380 -3.97589 -1.19997
H -2.08779 -4.58762 -0.71750
H -2.53917 -3.53081 -4.92725
H -2.33517 -1.94776 -4.42510
H -3.79661 -2.70032 -3.94971
*
```

***

Entry 3:
The following is a quantum chemistry calculation of C7H10N2O2S3 in the gas phase, from the Open Molecules 2025 dataset.

Values from the calculation:
relative energy (zero: lowest compared OMol25 entry of this formula, charge and spin)	0.0	kcal per mole
electronic energy	-47002.04938	eV
LUMO	0.5138	eV
structure (SMILES)	CCOC(=O)CCSc1n[nH]c(=S)s1
frontier orbital gap	8.702	eV

The geometry in ORCA input format:
```
! wB97M-V def2-TZVPD RIJCOSX def2/J DEFGRID3
* xyz 0 1
C 3.21608 -1.57589 2.49956
C 2.12902 -0.55600 2.80366
O 2.01700 0.41688 1.75894
C 1.29619 0.08430 0.69163
O 0.71554 -0.95772 0.54977
C 1.31253 1.20617 -0.33569
C 0.09695 1.12801 -1.24088
S -1.40227 1.59814 -0.29546
C -2.60546 0.82382 -1.25464
N -2.37314 0.17860 -2.33882
N -3.50493 -0.31891 -2.86179
C -4.67879 -0.08914 -2.22916
S -6.13436 -0.61028 -2.73152
S -4.30617 0.87760 -0.78105
H 3.31913 -2.25716 3.33898
H 4.16623 -1.07516 2.32962
H 2.95283 -2.14809 1.61333
H 2.36691 0.02075 3.69924
H 1.16249 -1.05516 2.92490
H 2.21907 1.08861 -0.93505
H 1.37159 2.16307 0.18369
H -0.06382 0.10821 -1.58696
H 0.17745 1.80661 -2.08785
H -3.45006 -0.85727 -3.71444
*
```

***

> Which value of relative energy (zero: lowest compared OMol25 entry of this formula, charge and spin) does entry 2 give?

28.0 kcal per mole